(1)
The following is a quantum chemistry calculation of 2 unconnected molecules or ions with the total composition HN3O3S in a non-equilibrium geometry, from the Open Molecules 2025 dataset.

Calculated values
Kohn-Sham gap (Eh): 0.2398
Energy (eV): -21462.45224
Energy above the lowest of the compared OMol25 structures with the same formula, charge and spin (kcal/mol): 5.3
LUMO energy (eV): 6.47
Net charge: -2

Last column: Mulliken charge in e.
Element x y z (Å)
1 N 4.304 -0.594 0.320  -0.616
2 N 3.189 -0.288 0.126  0.171
3 N 2.118 0.159 0.012  -0.548
4 O -1.179 1.052 -0.060  -0.532
5 O -3.426 0.316 0.752  -0.590
6 O -2.346 -0.970 -1.003  -0.577
7 S -2.205 -0.355 0.319  0.369
8 H -0.457 0.682 -0.465  0.322


(2)
The following is a quantum chemistry calculation of a gas-phase ion, C3H7N2O (charge +1) in a non-equilibrium geometry, from the Open Molecules 2025 dataset.

Calculated values
SMILES: OC1=[NH+]CNC1
Kohn-Sham gap (Eh): 0.3673
Energy (eV): -8244.52243
Energy above the lowest of the compared OMol25 structures with the same formula, charge and spin (kcal/mol): 37.3
LUMO energy (eV): -4.04
Net charge: +1

Last column: Mulliken charge in e.
Element x y z (Å)
1 O -2.240 -0.007 -0.253  -0.346
2 C -1.036 -0.046 0.007  0.399
3 N -0.348 -1.163 -0.058  -0.050
4 C 1.071 -0.870 0.056  -0.479
5 N 1.165 0.480 -0.325  -0.323
6 C -0.114 1.110 0.147  -0.381
7 H -2.551 0.834 -0.470  0.359
8 H -0.640 -2.136 -0.063  0.236
9 H 1.445 -1.005 1.048  0.359
10 H 1.639 -1.436 -0.728  0.320
11 H 1.948 0.927 -0.089  0.201
12 H -0.273 1.933 -0.506  0.406
13 H -0.067 1.379 1.235  0.298


(3)
The following is a quantum chemistry calculation of a gas-phase ion, C2H3Br2O2Si (charge -1) in a non-equilibrium geometry, from the Open Molecules 2025 dataset.

Calculated values
SMILES: C[Si](Br)(Br)C(=O)[O-]
Kohn-Sham gap (Eh): 0.2824
Energy (eV): -154184.15451
Energy above the lowest of the compared OMol25 structures with the same formula, charge and spin (kcal/mol): 13.6
LUMO energy (eV): 3.09
Net charge: -1

Last column: Mulliken charge in e.
Element x y z (Å)
1 C -1.190 -0.526 -0.596  -0.973
2 Si 0.869 -0.060 -0.108  0.513
3 Br 1.700 -2.305 -0.181  -0.414
4 Br 1.773 0.505 -2.099  -0.335
5 C 0.622 1.175 1.557  0.554
6 O -0.205 1.982 1.169  -0.559
7 O 1.071 0.848 2.634  -0.588
8 H -2.058 -0.507 0.150  0.292
9 H -1.242 0.336 -1.221  0.244
10 H -1.341 -1.449 -1.304  0.265


(4)
The following is a quantum chemistry calculation of a molecular structure, C22H61ClIN16NbO10P in a non-equilibrium geometry, from the Open Molecules 2025 dataset.

Calculated values
Kohn-Sham gap (Eh): 0.2185
Energy (eV): -99590.87061
LUMO energy (eV): 1.54
Net charge: -1

Last column: Mulliken charge in e.
Element x y z (Å)
1 C -3.541 0.439 -3.778  -1.048
2 C -2.536 -0.608 -4.171  0.498
3 O -2.571 -1.714 -3.706  -0.817
4 N -1.559 -0.295 -5.167  -0.159
5 C -0.829 0.985 -4.958  -1.435
6 C -0.243 1.124 -3.546  0.803
7 C 1.266 1.391 -3.520  -0.980
8 C 1.958 0.920 -2.232  -0.705
9 Nb 2.280 2.187 -0.450  -1.181
10 I 2.909 3.810 1.865  -0.357
11 C 3.043 0.297 0.599  -0.274
12 C 2.629 0.041 2.013  -0.140
13 N 2.518 -1.075 2.622  -0.808
14 C 2.330 4.056 -1.705  -1.362
15 C 0.900 4.488 -2.106  2.835
16 C 0.805 4.958 -3.577  -1.601
17 C 0.418 5.594 -1.163  -1.855
18 C 0.285 2.349 0.544  -1.398
19 C -0.685 1.224 0.179  2.423
20 C -1.066 0.332 1.344  -1.653
21 Cl -2.230 1.960 -0.507  -0.302
22 P 4.849 2.466 -0.753  0.629
23 O 5.729 2.492 0.626  -0.469
24 O 5.246 3.915 -1.411  -0.577
25 H -3.138 1.449 -3.846  0.326
26 H -4.395 0.348 -4.464  0.315
27 H -3.879 0.256 -2.756  0.292
28 H -2.059 -0.204 -6.052  0.315
29 H -0.033 0.986 -5.711  0.525
30 H -1.473 1.849 -5.179  0.370
31 H -0.765 1.936 -3.029  -0.049
32 H -0.435 0.197 -2.985  -0.176
33 H 1.694 0.844 -4.378  0.680
34 H 1.477 2.446 -3.717  0.248
35 H 1.520 -0.044 -1.938  0.286
36 H 3.010 0.691 -2.480  0.735
37 H 4.146 0.303 0.611  0.476
38 H 2.741 -0.562 -0.022  -0.008
39 H 2.381 0.926 2.612  0.337
40 H 2.762 -1.832 1.973  0.276
41 H 2.946 3.843 -2.590  0.521
42 H 2.856 4.869 -1.188  0.586
43 H 0.197 3.650 -1.981  -1.038
44 H 0.283 5.921 -3.657  0.449
45 H 0.251 4.248 -4.204  0.252
46 H 1.794 5.069 -4.032  0.295
47 H 0.404 5.261 -0.122  0.284
48 H 1.108 6.447 -1.221  0.436
49 H -0.582 5.956 -1.433  0.428
50 H 0.471 2.304 1.628  0.620
51 H -0.168 3.335 0.402  0.545
52 H -0.318 0.598 -0.639  -1.045
53 H -0.205 -0.293 1.609  0.129
54 H -1.893 -0.335 1.084  0.506
55 H -1.375 0.924 2.212  0.414
56 H 6.090 3.358 0.856  0.300
57 H 5.103 4.667 -0.812  0.301
58 C 3.961 4.333 6.352  0.657
59 O 4.348 4.661 7.471  -0.725
60 N 4.786 4.247 5.278  -0.303
61 N 2.657 4.029 6.084  -0.282
62 H 4.414 3.969 4.387  -0.002
63 H 5.756 4.461 5.394  0.169
64 H 2.000 4.079 6.838  0.161
65 H 2.344 3.769 5.163  0.115
66 C -3.770 -2.246 3.370  0.647
67 O -2.910 -1.423 3.138  -0.573
68 N -4.088 -3.256 2.501  -0.351
69 N -4.480 -2.247 4.550  -0.457
70 H -4.788 -3.948 2.688  0.174
71 H -3.574 -3.288 1.640  0.209
72 H -4.265 -1.522 5.209  0.202
73 H -5.193 -2.917 4.772  0.191
74 C 3.992 5.167 11.683  0.559
75 O 4.329 5.485 12.814  -0.675
76 N 4.851 5.091 10.632  -0.285
77 N 2.689 4.854 11.377  -0.338
78 H 4.564 4.836 9.700  0.254
79 H 5.812 5.313 10.803  0.173
80 H 2.019 4.897 12.120  0.194
81 H 2.400 4.598 10.452  0.168
82 C -3.933 -4.037 -6.642  0.524
83 O -3.960 -4.894 -7.520  -0.696
84 N -2.868 -3.819 -5.833  -0.203
85 N -5.010 -3.223 -6.416  -0.366
86 H -2.861 -3.095 -5.130  0.255
87 H -2.053 -4.389 -5.966  0.179
88 H -5.818 -3.355 -6.994  0.206
89 H -5.022 -2.530 -5.692  0.149
90 C -3.207 -5.623 6.689  0.573
91 O -4.224 -6.150 6.266  -0.660
92 N -2.694 -4.487 6.139  -0.318
93 N -2.513 -6.136 7.754  -0.392
94 H -1.868 -4.025 6.468  0.172
95 H -3.194 -4.096 5.360  0.188
96 H -2.872 -6.971 8.174  0.223
97 H -1.674 -5.722 8.112  0.167
98 C -2.135 -8.401 -8.411  0.554
99 O -1.574 -9.328 -8.972  -0.668
100 N -2.102 -7.115 -8.857  -0.309
101 N -2.865 -8.574 -7.261  -0.332
102 H -2.580 -6.372 -8.371  0.252
103 H -1.596 -6.925 -9.701  0.168
104 H -2.928 -9.502 -6.889  0.193
105 H -3.352 -7.818 -6.815  0.178
106 C 0.266 -2.910 -1.775  0.435
107 O 0.136 -1.759 -1.395  -0.510
108 N -0.605 -3.484 -2.655  -0.267
109 N 1.299 -3.699 -1.343  -0.376
110 H -0.510 -4.427 -2.977  0.139
111 H -1.338 -2.890 -3.011  0.288
112 H 1.949 -3.287 -0.700  0.231
113 H 1.433 -4.645 -1.644  0.144


(5)
The following is a quantum chemistry calculation of 2 unconnected molecules or ions with the total composition C5H15N2O in a non-equilibrium geometry, from the Open Molecules 2025 dataset.

Calculated values
Kohn-Sham gap (Eh): 0.4197
Energy (eV): -10449.03962
Energy above the lowest of the compared OMol25 structures with the same formula, charge and spin (kcal/mol): 35.1
LUMO energy (eV): -2.70
Net charge: +1

Last column: Mulliken charge in e.
Element x y z (Å)
1 C 1.884 -0.446 -1.703  -1.317
2 C -0.920 -2.038 -0.576  -0.826
3 C -1.387 2.184 0.470  -0.925
4 C 1.491 -0.263 -0.247  -0.858
5 C -0.001 0.279 -0.135  1.083
6 N -0.983 -0.563 -0.360  -0.208
7 N -0.151 1.540 0.120  -0.224
8 O -0.391 0.154 2.345  -0.523
9 H 2.682 -1.172 -1.908  0.348
10 H 2.428 0.456 -2.052  0.330
11 H 1.044 -0.798 -2.148  0.414
12 H -1.839 -2.490 -1.068  0.310
13 H -0.027 -2.189 -1.256  0.258
14 H -0.680 -2.542 0.346  0.312
15 H -1.478 2.020 1.593  0.275
16 H -1.239 3.182 0.200  0.347
17 H -2.227 1.695 -0.027  0.315
18 H 1.585 -1.234 0.238  0.381
19 H 2.149 0.425 0.238  0.560
20 H -1.944 -0.405 -0.300  0.173
21 H 0.323 -0.283 2.652  0.247
22 H 0.626 2.035 0.486  0.247
23 H -0.943 0.453 3.090  0.281


(6)
The following is a quantum chemistry calculation of 2 unconnected molecules or ions with the total composition C30H52ClIN3O6S in a non-equilibrium geometry, from the Open Molecules 2025 dataset.

Calculated values
Kohn-Sham gap (Eh): 0.2973
Energy (eV): -80160.10177
LUMO energy (eV): -2.71
Net charge: +1

Last column: Mulliken charge in e.
Element x y z (Å)
1 C -2.803 -0.770 4.395  -0.675
2 O -1.528 -0.177 4.472  -0.465
3 C -0.944 0.019 3.188  -0.264
4 C 0.133 -1.052 2.960  -0.751
5 C 1.268 -0.550 2.063  1.547
6 C 2.500 -1.492 2.017  -1.005
7 C 2.789 -2.103 0.625  -0.855
8 C 1.482 -2.647 -0.004  0.489
9 C 1.741 -3.816 -0.991  -0.870
10 C 0.963 -3.706 -2.347  -0.868
11 C -0.007 -4.885 -2.603  -0.837
12 C -1.482 -4.688 -2.180  -0.904
13 N -1.954 -3.303 -2.194  0.398
14 C -1.954 -2.550 -1.006  -0.008
15 O -1.655 -2.910 0.109  -0.632
16 C -2.507 -1.210 -1.481  0.145
17 C -2.341 0.043 -1.010  -0.387
18 C -2.967 1.074 -1.698  1.110
19 C -2.790 2.521 -1.247  -0.895
20 C -1.484 2.781 -0.484  -0.316
21 C -0.396 3.421 -1.375  -0.649
22 C 0.998 3.297 -0.750  -0.815
23 S 2.005 2.019 -1.513  0.845
24 O 1.656 0.765 -0.933  -0.220
25 O 3.395 2.337 -1.327  -0.758
26 Cl 1.619 1.916 -3.502  -0.203
27 C -3.753 0.815 -2.807  0.997
28 C -4.418 1.952 -3.551  -1.972
29 C -5.544 2.665 -2.733  -0.511
30 C -6.288 1.755 -1.749  -0.643
31 N -5.851 1.897 -0.350  -0.542
32 C -3.913 -0.493 -3.274  -0.120
33 I -5.087 -1.005 -4.943  0.123
34 C -3.274 -1.478 -2.599  0.048
35 C -3.181 -2.989 -2.821  0.065
36 O -3.986 -3.729 -3.336  -0.579
37 H -3.544 -0.110 3.920  0.283
38 H -2.814 -1.723 3.850  0.282
39 H -3.135 -0.963 5.416  0.290
40 H -1.745 -0.068 2.441  0.093
41 H -0.547 1.038 3.097  0.304
42 H -0.373 -1.912 2.505  0.119
43 H 0.533 -1.397 3.917  0.504
44 H 1.608 0.400 2.506  0.180
45 H 0.893 -0.282 1.075  -0.969
46 H 2.328 -2.291 2.744  0.625
47 H 3.378 -0.914 2.341  -0.133
48 H 3.299 -1.405 -0.042  0.269
49 H 3.441 -2.970 0.794  0.521
50 H 0.915 -3.056 0.837  0.128
51 H 0.920 -1.827 -0.451  -0.258
52 H 1.533 -4.776 -0.517  0.314
53 H 2.810 -3.773 -1.223  0.449
54 H 1.735 -3.777 -3.120  0.524
55 H 0.517 -2.716 -2.463  0.434
56 H 0.094 -5.204 -3.642  0.453
57 H 0.372 -5.715 -1.999  0.318
58 H -2.097 -5.231 -2.903  0.503
59 H -1.716 -5.127 -1.207  0.418
60 H -1.739 0.207 -0.128  -0.037
61 H -2.743 3.133 -2.154  0.150
62 H -3.658 2.893 -0.699  0.752
63 H -1.701 3.540 0.277  0.413
64 H -1.098 1.920 0.061  -0.402
65 H -0.419 3.061 -2.406  0.434
66 H -0.636 4.486 -1.426  0.334
67 H 1.546 4.235 -0.865  0.512
68 H 0.937 3.097 0.322  0.404
69 H -3.625 2.671 -3.790  0.254
70 H -4.842 1.647 -4.503  0.501
71 H -5.183 3.585 -2.273  0.334
72 H -6.282 2.987 -3.474  0.489
73 H -6.275 0.697 -2.040  0.249
74 H -7.342 2.049 -1.771  0.498
75 H -5.103 1.241 -0.142  0.079
76 H -6.592 1.619 0.284  0.309
77 C 6.945 1.248 2.497  -1.508
78 C 5.967 1.899 1.530  0.292
79 C 4.784 2.590 2.209  -0.772
80 O 3.856 1.628 2.673  -0.099
81 C 3.964 1.277 4.058  -0.874
82 N 5.379 0.829 0.658  0.098
83 H 6.520 0.367 2.982  0.360
84 H 7.848 0.926 1.974  0.425
85 H 7.246 1.952 3.270  0.390
86 H 6.498 2.595 0.881  0.423
87 H 4.254 3.187 1.460  0.282
88 H 5.110 3.273 2.995  0.427
89 H 4.386 2.086 4.653  0.457
90 H 4.572 0.378 4.171  0.303
91 H 2.963 1.055 4.423  0.205
92 H 6.067 0.157 0.321  0.419
93 H 4.883 1.226 -0.143  0.325
94 H 4.666 0.333 1.214  -0.101


(7)
The following is a quantum chemistry calculation of a single C3H4FN molecule in a non-equilibrium geometry, from the Open Molecules 2025 dataset.

Calculated values
SMILES: C=C=NCF
Kohn-Sham gap (Eh): 0.3449
Energy (eV): -7380.64419
Energy above the lowest of the compared OMol25 structures with the same formula, charge and spin (kcal/mol): 43.6
LUMO energy (eV): 0.86

Last column: Mulliken charge in e.
Element x y z (Å)
1 C 0.164 -0.390 -2.078  -1.160
2 C -0.223 -0.295 -0.813  0.720
3 N -0.392 -0.261 0.366  -0.248
4 C -0.029 0.390 1.637  -0.102
5 F -0.962 0.298 2.750  -0.261
6 H -0.507 -0.255 -2.826  0.276
7 H 1.069 -0.786 -2.256  0.279
8 H 0.800 -0.157 1.857  0.224
9 H 0.080 1.455 1.362  0.273


- Which of these has the lowest LUMO energy?
  C3H7N2O


- The lowest energy belongs to which entry?
  C2H3Br2O2Si